(1)
Molecular formula: C5H5NO2
Method: DFT, ωB97M-V/def2-TZVPD

Properties
Energy above the lowest of the compared OMol25 structures with the same formula, charge and spin = 5.536 eV
Multiplicity = 1
LUMO level = 0.01 eV
SMILES = O=C1C=NO[C@H]2C[C@H]12
Molecular weight = 111.10 g/mol
Calculated total energy = -398.575027 Ha

Each line ends with the Mulliken charge.
Positions of all 13 atoms, in Å:
C1 0.2415 0.6928 -1.1105  0.337
C2 1.6477 0.3616 -0.5654  -0.119
C3 -0.3078 -0.7848 0.3713  0.175
C4 -1.6367 -0.1737 0.6794  -0.654
C5 -0.4513 0.6378 0.1643  -0.108
H1 2.6230 0.7010 -0.8904  0.441
H2 -0.4405 -1.2349 -0.6242  0.288
H3 -2.4494 -0.3908 0.0302  0.276
H4 -1.8404 -0.0703 1.7695  0.259
H5 0.0066 1.2553 0.9412  0.252
N1 1.8936 -0.4636 0.4243  -0.306
O1 -0.1462 0.6831 -2.2966  -0.592
O2 0.8600 -1.2136 1.1070  -0.248

=====

(2)
Molecular formula: C4H12N2S2
Method: DFT, ωB97M-V/def2-TZVPD

Properties
Energy above the lowest of the compared OMol25 structures with the same formula, charge and spin = 0.605 eV
Multiplicity = 1
LUMO level = 0.67 eV
SMILES = CNC[C@H](N)CSS
Molecular weight = 152.29 g/mol
Calculated total energy = -1065.463741 Ha

Each line ends with the Mulliken charge.
Positions of all 20 atoms, in Å:
S1 -1.4943 -0.1847 -3.7100  -0.233
S2 -1.7843 1.0674 -2.1975  -0.066
C1 -0.4503 0.7790 -0.9192  -0.682
C2 -0.2869 -0.6602 -0.4233  0.002
C3 0.5651 -0.6802 0.8541  -0.859
N1 -0.1529 -0.0394 1.9687  -0.280
C4 0.5977 1.0040 2.6625  -1.028
N2 0.3609 -1.6035 -1.3570  -0.597
H1 -0.6753 0.4861 -4.5202  0.143
H2 0.4455 1.1751 -1.3843  0.336
H3 -0.7783 1.4174 -0.0973  0.326
H4 -1.3020 -1.0028 -0.2221  0.386
H5 0.8922 -1.6825 1.1103  0.402
H6 1.4516 -0.0896 0.5913  0.304
H7 -0.4672 -0.7203 2.6361  0.254
H8 1.1178 1.7785 2.1144  0.337
H9 -0.1106 1.4865 3.3554  0.325
H10 1.2851 0.5746 3.4092  0.374
H11 1.1213 -1.1758 -1.8652  0.262
H12 -0.3349 -1.9295 -2.0058  0.293

=====

(3)
Molecular formula: C9H58NO21Pd
Method: DFT, ωB97M-V/def2-TZVPD

Properties
Energy above the lowest of the compared OMol25 structures with the same formula, charge and spin = 0.000 eV
Multiplicity = 3
Net charge = +1
LUMO level (alpha / beta) = -2.78 / -3.25 eV
Molecular weight = 622.97 g/mol
Calculated total energy = -2140.103132 Ha
Expectation value of S² = 2.006

Each line ends with the Mulliken charge.
Positions of all 90 atoms, in Å:
Pd1 3.6411 -0.6490 0.4490  0.090
C1 -0.3700 -1.9666 0.8364  -0.782
C2 -0.5635 -0.9095 -0.2520  2.036
C3 -2.0809 -0.5571 -0.3502  -1.424
C4 -2.4992 0.2566 0.8819  -0.310
C5 -1.6845 1.5696 0.7901  -1.490
C6 -0.1599 1.4046 0.8387  1.806
N1 0.2331 0.3273 -0.1127  1.007
O1 1.5101 0.1006 -0.1043  0.822
C7 0.2644 1.2102 2.3128  -1.693
C8 0.4496 2.7512 0.4114  -1.176
C9 -0.2491 -1.5190 -1.6184  -0.949
H1 -0.7968 -2.9433 0.6121  0.350
H2 -0.8367 -1.6383 1.7695  -0.095
H3 0.6799 -2.1892 1.0391  -0.258
H4 -2.6687 -1.4723 -0.4246  0.738
H5 -2.3507 0.0796 -1.1952  0.204
H6 -2.2441 -0.2333 1.8224  -0.269
H7 -3.5706 0.4540 0.8915  0.473
H8 -2.1716 2.2844 1.4538  0.570
H9 -1.8710 1.9969 -0.2016  0.295
H10 1.3510 1.2242 2.4173  0.236
H11 -0.1830 0.3205 2.7662  -0.030
H12 -0.1047 2.0419 2.9140  0.556
H13 1.1852 2.6624 -0.3943  0.115
H14 1.1118 3.1333 1.1893  0.399
H15 -0.2367 3.5230 0.0692  0.207
H16 -1.0947 -2.0184 -2.0826  0.558
H17 0.5628 -2.2533 -1.5928  0.114
H18 0.2218 -0.7646 -2.2541  -0.355
O2 1.0047 3.6404 5.0258  -0.630
H19 1.0795 2.7743 5.4422  0.328
H20 1.3982 4.2491 5.6617  0.298
O3 -1.7287 -4.7151 -1.8380  -0.620
H21 -2.3438 -4.3935 -2.5074  0.313
H22 -2.1859 -4.5770 -1.0015  0.301
O4 -1.9246 0.2553 -4.5125  -0.668
H23 -2.5923 0.8184 -4.1038  0.286
H24 -1.6169 0.7583 -5.2778  0.308
O5 2.8702 -1.3857 2.3935  -0.624
H25 2.0029 -1.3419 2.8128  0.263
H26 3.2172 -2.2566 2.6274  0.290
O6 -0.4895 6.5035 -0.5325  -0.612
H27 -0.6178 7.4179 -0.8114  0.265
H28 0.1935 6.5477 0.1432  0.285
O7 4.1565 1.3559 1.0539  -0.449
H29 4.5042 1.9896 0.4175  0.249
H30 4.0541 1.8570 1.8892  0.329
O8 3.4432 3.0782 3.0859  -0.673
H31 3.8517 3.9210 2.8558  0.323
H32 2.5512 3.3110 3.3805  0.283
O9 -0.3814 -2.0463 -5.0243  -0.597
H33 -0.8107 -2.0183 -5.8860  0.228
H34 -0.8455 -1.3699 -4.5003  0.379
O10 -4.1405 -3.2422 2.1875  -0.643
H35 -3.9893 -4.0006 2.7585  0.278
H36 -3.8205 -2.4777 2.7015  0.424
O11 2.2657 -1.3666 -4.2841  -0.674
H37 1.3140 -1.4609 -4.4683  0.316
H38 2.6709 -2.1456 -4.6749  0.314
O12 -3.1035 1.1191 4.7746  -0.693
H39 -3.3996 1.7827 5.4064  0.304
H40 -3.5047 1.3856 3.9385  0.298
O13 2.1351 1.1675 -2.8962  -0.668
H41 1.5798 1.0472 -2.1210  0.046
H42 2.2994 0.2648 -3.2112  0.466
O14 1.2362 4.4628 -3.7505  -0.668
H43 1.0446 3.8017 -3.0759  0.270
H44 0.4678 5.0456 -3.7404  0.331
O15 0.2853 -4.9479 2.5187  -0.624
H45 -0.0400 -4.2051 3.0356  0.264
H46 -0.3991 -5.6229 2.5996  0.300
O16 -1.9310 4.9546 -2.3403  -0.700
H47 -1.5051 4.0925 -2.2785  0.217
H48 -1.4550 5.5157 -1.7040  0.426
O17 -2.9261 -1.5807 4.0393  -0.670
H49 -2.0622 -1.9974 3.9669  0.332
H50 -2.7355 -0.6333 4.1570  0.310
O18 3.3977 -2.6995 -0.2674  -0.481
H51 3.5887 -3.0542 -1.1424  0.219
H52 2.9290 -3.4311 0.1960  0.359
O19 -0.4731 2.2165 -2.3907  -0.253
H53 -0.4557 1.6265 -3.1557  0.199
H54 -0.5522 1.6265 -1.6334  -0.100
O20 2.1993 -5.0120 0.5439  -0.678
H55 1.7021 -5.5174 -0.1087  0.308
H56 1.6308 -5.0124 1.3402  0.343
O21 0.8306 -4.2875 -3.4438  -0.610
H57 0.5813 -3.8853 -4.2839  0.266
H58 0.0701 -4.1288 -2.8688  0.272

=====

(4)
Molecular formula: C3H10N2O2
Method: DFT, ωB97M-V/def2-TZVPD

Properties
Energy above the lowest of the compared OMol25 structures with the same formula, charge and spin = 5.030 eV
Multiplicity = 1
LUMO level = 0.55 eV
Molecular weight = 106.12 g/mol
Calculated total energy = -380.151809 Ha

Each line ends with the Mulliken charge.
Positions of all 17 atoms, in Å:
C1 1.9713 0.3327 0.4918  -0.777
C2 -0.9159 0.4999 -1.2635  -0.665
C3 -0.6258 -0.7077 -0.3559  0.207
N1 -2.4174 -0.0993 0.9297  -0.882
N2 -1.5624 -1.0716 0.5267  0.218
O1 -1.0497 1.6337 -0.5396  -0.545
O2 0.2138 -1.7186 -0.8690  -0.502
H1 1.8998 -0.6946 0.0382  0.217
H2 1.2067 0.9516 0.0802  0.118
H3 2.9689 0.8814 0.2402  0.286
H4 -1.8321 0.1596 -1.7400  0.483
H5 -0.0946 0.6286 -2.0132  0.418
H6 2.0281 0.3065 1.6013  0.244
H7 -3.0599 -0.5365 1.6073  0.136
H8 -1.4205 -1.8812 1.2185  0.343
H9 -1.7480 1.6842 0.1318  0.358
H10 0.0238 -1.4779 -1.8051  0.345

=====

(5)
Molecular formula: C4H9OP
Method: DFT, ωB97M-V/def2-TZVPD

Properties
Energy above the lowest of the compared OMol25 structures with the same formula, charge and spin = 1.323 eV
Multiplicity = 1
LUMO level = -0.63 eV
SMILES = C=CC.CP=O
Molecular weight = 104.09 g/mol
Calculated total energy = -574.329855 Ha

Each line ends with the Mulliken charge.
Positions of all 15 atoms, in Å:
C1 1.8541 -2.5071 -0.2184  -0.942
C2 -1.9286 0.3423 -0.5842  -0.648
C3 -1.1523 2.1807 0.9411  -1.197
C4 -0.9750 1.1846 -0.1706  0.056
O1 2.8369 -0.0366 -0.7556  -0.428
P1 2.3026 -1.2294 -1.4658  0.366
H1 1.9314 -1.8995 0.6966  0.287
H2 2.5709 -3.2747 0.0527  0.376
H3 0.9874 -3.0587 -0.4058  0.343
H4 -2.9008 0.1612 0.0627  0.184
H5 -1.6839 -0.4318 -1.2508  0.310
H6 -0.9410 3.1776 0.6053  0.292
H7 -0.7069 1.9028 1.8359  0.325
H8 -2.1356 2.2218 1.3516  0.349
H9 -0.0591 1.2666 -0.6949  0.327

=====

(6)
Molecular formula: CH7N5S
Method: DFT, ωB97M-V/def2-TZVPD

Properties
Energy above the lowest of the compared OMol25 structures with the same formula, charge and spin = 0.387 eV
Multiplicity = 1
LUMO level = 0.75 eV
SMILES = NNC(=NS)NN
Molecular weight = 121.17 g/mol
Calculated total energy = -714.178310 Ha

Each line ends with the Mulliken charge.
Positions of all 14 atoms, in Å:
C1 -0.1268 -0.2517 -0.1539  0.582
H1 -1.8551 1.3491 -1.0650  0.280
H2 -2.2260 1.4386 0.5156  0.283
H3 0.4404 1.6792 0.2892  0.164
H4 -0.8394 -2.0906 -0.1268  0.329
H5 -3.0638 -0.5114 -0.2510  0.290
H6 -2.2721 -0.4227 1.2003  0.253
H7 3.2743 -0.9116 0.0493  0.149
N1 -1.5353 1.7297 -0.1639  -0.754
N2 -0.3609 1.0709 0.1130  -0.020
N3 -1.2151 -1.1313 -0.3443  -0.152
N4 -2.4255 -0.9763 0.3813  -0.647
N5 1.0211 -0.8090 -0.1715  -0.528
S1 2.4320 0.1120 0.1006  -0.229